Entry 1:
11
Properties=species:S:1:pos:R:3:nbo_charge:R:1 method="wB97M-V/def2-TZVPD" e_homo_ha=-0.34337 charge=0 relative_energy_ev=0.915 energy_ha=-1270.608697 smiles="[H]/N=C(Cl)/C(I)=P/C"
I -0.87144 -1.20087 2.09235 0.028
Cl -0.20287 -3.26205 -0.60469 -0.069
P 0.21416 1.07922 -0.53410 0.889
N 1.06695 -1.41970 -1.89477 -0.610
C 0.32380 -1.57969 -0.92244 0.173
C -0.05472 -0.49218 -0.12479 -0.573
C -0.41415 2.03606 0.89591 -0.960
H -1.22692 1.63617 1.28830 0.239
H -0.54713 3.06069 0.74502 0.243
H 1.39376 -2.05116 -2.57084 0.387
H 0.31855 2.19351 1.63005 0.253

---

Entry 2:
24
Properties=species:S:1:pos:R:3:nbo_charge:R:1 method="wB97M-V/def2-TZVPD" e_homo_ha=-0.32748 charge=0 relative_energy_ev=0.337 energy_ha=-293.533351 smiles=CCCC.CNC
N 3.53962 1.56476 1.38152 -0.617
C -1.63063 4.32478 3.65168 -0.603
C 3.30541 2.84776 0.72574 -0.416
C -1.12116 2.99117 4.19727 -0.394
C 3.29729 0.45036 0.47026 -0.416
C -1.12164 0.46338 3.93933 -0.604
C -1.63111 1.79700 3.39373 -0.392
H -1.30103 4.45667 2.60737 0.200
H -1.30890 1.91189 2.34092 0.192
H -2.73308 4.34767 3.67819 0.200
H -0.01919 0.44050 3.91281 0.205
H 3.57250 3.66563 1.41593 0.201
H -1.45125 0.33150 4.98363 0.200
H 2.22296 0.43178 0.22107 0.191
H -0.01428 2.98505 4.18148 0.196
H 3.55839 -0.49636 0.97240 0.201
H -1.50553 -0.37936 3.34015 0.207
H -1.44337 2.87627 5.25009 0.191
H -1.24674 5.16752 4.25086 0.208
H -2.73798 1.80312 3.40953 0.191
H 2.23141 2.92563 0.48683 0.190
H 3.88290 2.97090 -0.20589 0.161
H 4.51630 1.52749 1.70008 0.346
H 3.87460 0.52244 -0.46682 0.161

---

Entry 3:
21
Properties=species:S:1:pos:R:3:nbo_charge:R:1 method="wB97M-V/def2-TZVPD" e_homo_ha=-0.32861 charge=0 relative_energy_ev=4.989 energy_ha=-329.088114 smiles="C#CC=C.CCNC"
N 0.99240 0.93535 -0.61786 -0.614
C -2.52263 1.65406 0.86521 -0.219
C -0.29189 -0.90012 -1.93347 -0.639
C 2.01466 1.34286 0.30616 -0.416
C -1.62287 -0.76865 1.22903 -0.315
C -0.32950 -1.02970 1.54093 -0.301
C 0.78801 -0.82468 -0.87906 -0.241
C -2.11983 0.53194 1.05247 -0.050
H 2.99093 1.05313 -0.07731 0.187
H -1.28825 -0.84894 -1.49593 0.205
H -0.20479 -0.06241 -2.62002 0.225
H -2.85852 2.64508 0.71796 0.235
H 0.31289 -0.24738 1.90954 0.204
H 1.92089 0.91262 1.32398 0.153
H 0.86586 -1.76807 -0.32531 0.205
H 1.77762 -0.87759 -1.33233 0.187
H 0.08925 1.28096 -0.29477 0.354
H -2.31395 -1.57775 1.01645 0.227
H 2.00107 2.43003 0.43203 0.203
H -0.19344 -1.82943 -2.49855 0.212
H -0.00793 -2.05130 1.68087 0.201

---

Entry 4:
10
Properties=species:S:1:pos:R:3:nbo_charge:R:1 method="wB97M-V/def2-TZVPD" e_homo_ha=-0.33611 charge=0 relative_energy_ev=3.782 energy_ha=-247.168249
O 2.25834 -1.29499 -0.13989 -0.513
N -0.01938 0.57795 0.90721 -0.493
C -0.03342 -0.64349 0.02361 -0.332
C -1.12549 1.02464 0.44987 0.065
C 1.42449 -0.46421 -0.35990 0.450
H -1.18947 1.93824 -0.13014 0.163
H -0.35224 -1.56401 0.50042 0.222
H 1.64969 0.53509 -0.80010 0.122
H -0.57354 -0.52155 -0.94919 0.187
H -2.03899 0.41232 0.49810 0.130

---

Entry 5:
20
Properties=species:S:1:pos:R:3:nbo_charge:R:1 method="wB97M-V/def2-TZVPD" e_homo_ha=-0.31308 charge=0 relative_energy_ev=0.637 energy_ha=-345.304435 smiles=Cc1c[nH]cn1.CC
N 0.24911 0.79938 1.45690 -0.526
N -1.08809 1.69323 -0.06116 -0.463
C 0.07853 -2.54480 0.86518 -0.610
C -0.12024 0.96333 -2.18895 -0.642
C -0.88273 1.54402 1.22938 0.154
C -0.04317 1.05027 -0.71196 0.093
C 0.82417 0.58803 0.24002 -0.123
C 0.64959 -2.69113 -0.60722 -0.607
H 0.83863 1.05086 -2.69758 0.218
H 1.30135 -3.55474 -0.71150 0.197
H -1.58140 1.92094 1.95015 0.201
H -0.26354 -3.53042 1.15264 0.202
H -0.20827 -2.91511 -1.23703 0.203
H 0.81198 -2.06321 1.49473 0.198
H 0.67977 0.72065 2.37157 0.416
H 1.16962 -1.76294 -0.77561 0.206
H -0.71891 1.83280 -2.47686 0.234
H -0.89379 -2.04713 0.78410 0.208
H 1.88425 0.39911 0.17151 0.216
H -0.71662 0.09134 -2.46260 0.225

---

Entry 6:
36
Properties=species:S:1:pos:R:3:nbo_charge:R:1 method="wB97M-V/def2-TZVPD" e_homo_ha=-0.32096 charge=0 relative_energy_ev=1.288 energy_ha=-1222.356121 smiles="CCCCCCOC(=O)Sc1nc2ccccc2o1"
S -1.21968 -1.96793 -0.77284 0.248
O -0.94449 -0.80591 1.60506 -0.578
O 0.88291 -1.65551 0.57899 -0.507
O -2.81298 0.08634 -0.20270 -0.407
N -3.91641 -1.79365 -0.72552 -0.457
C -2.77876 -1.22154 -0.54253 0.336
C 2.62845 0.70318 0.23903 -0.396
C 1.76305 -1.24828 1.63802 -0.077
C -4.84189 -0.80518 -0.47782 0.117
C 4.03211 0.17096 -0.04005 -0.395
C -4.78282 1.55237 0.17643 -0.248
C -4.14002 0.37155 -0.14104 0.235
C -6.16490 1.52442 0.14114 -0.205
C -6.22977 -0.81346 -0.50663 -0.220
C 2.05934 0.24874 1.58394 -0.426
C -6.87078 0.36791 -0.19305 -0.219
C -0.38595 -1.35066 0.70560 0.668
C 5.99659 0.20418 -1.62886 -0.600
C 4.59940 0.73842 -1.33954 -0.387
H 2.66384 -1.84283 1.48563 0.197
H 2.65700 1.79510 0.23173 0.205
H 1.95733 0.38578 -0.56190 0.205
H 4.63429 1.82834 -1.27342 0.194
H 5.97947 -0.87973 -1.71998 0.200
H 1.30611 -1.50548 2.59887 0.203
H 4.69285 0.43743 0.78871 0.192
H 2.76338 0.47879 2.38550 0.211
H 3.93343 0.47821 -2.16515 0.196
H 4.00856 -0.91749 -0.11442 0.191
H 6.38040 0.61995 -2.55741 0.209
H -6.71334 2.42308 0.37900 0.217
H -4.23114 2.44117 0.43519 0.229
H -6.76878 -1.70996 -0.76355 0.226
H 1.13211 0.78977 1.78348 0.225
H 6.68085 0.46925 -0.82558 0.200
H -7.94975 0.40265 -0.20435 0.216